17
Properties=species:S:1:pos:R:3:forces:R:3 method="wB97M-V/def2-TZVPD" energy_ha=-649.026656 orbital_gap_ev=9.59 de_lowest_kj_mol=145.4 homo_energy_ev=-8.93 smiles=NCCCS.O
S 0.98050 -2.35838 -1.13555 -0.0153 -0.7734 -0.2076
O -6.66910 1.29976 1.34327 0.9223 1.7881 -4.3878
N 1.39587 2.73975 0.27246 0.9143 -2.5006 3.0589
C 1.81906 -1.14823 -0.11610 -2.2693 -0.5186 2.6270
C 1.81395 1.31800 0.59965 -0.6151 0.4830 -1.2856
C 1.13239 0.18017 -0.21942 1.7740 3.6325 -2.2630
H 0.10977 0.27612 0.15006 -0.2588 -0.9743 -0.6967
H 2.86463 1.15820 0.53259 1.0558 0.4595 -0.2365
H 2.77895 -1.35486 -0.50365 1.5999 1.0922 0.1456
H 1.40910 2.98915 -0.66227 -0.0880 0.2175 -2.1048
H -5.94805 0.83513 0.88601 -0.4883 0.1868 0.4944
H -0.19479 -2.04210 -0.66247 -1.0838 -0.0705 0.1014
H 1.56758 1.11097 1.60403 -0.2483 0.2802 1.4812
H 0.50255 2.87983 0.70216 -0.4256 0.3723 -0.1933
H 1.28038 0.62399 -1.28235 -1.0050 -1.1328 1.2855
H -6.79355 0.92898 2.14702 -0.4350 -1.9761 3.8930
H 1.72480 -1.34735 1.01949 0.6662 -0.5658 -1.7116

=====

17
Properties=species:S:1:pos:R:3:forces:R:3 method="wB97M-V/def2-TZVPD" energy_ha=-648.996175 orbital_gap_ev=8.67 de_lowest_kj_mol=225.4 homo_energy_ev=-9.17
S -0.41407 -1.97233 -0.42638 1.3581 3.3219 -3.0139
O -1.61745 -0.12878 1.67544 0.1279 -0.7939 0.4195
N 0.20151 2.46851 -0.27896 0.2392 -0.3670 0.0356
C 1.17014 -2.64409 -0.99322 0.1130 -0.2655 0.3579
C 0.10974 1.37924 0.69530 -0.5840 0.0932 1.0672
C -1.34387 0.91449 0.77719 -0.0871 0.1201 -0.7974
H 0.37424 1.74594 1.69009 0.1994 0.0467 -0.0842
H 1.31637 -3.56792 -0.43155 0.1035 -0.0321 -0.1953
H -0.04511 -0.49034 -1.31807 -1.2585 -3.4601 2.1418
H 1.99143 -1.96430 -0.76242 -0.1381 -0.0962 0.0433
H -1.97229 1.76340 1.05574 0.0194 -0.1011 -0.0471
H 1.14418 -2.84101 -2.06184 -0.0193 -0.1044 0.0717
H -1.59987 0.61784 -0.24779 -0.4050 0.1415 0.0209
H 0.90048 3.15761 -0.01765 -0.0894 -0.2827 -0.1511
H 0.70131 0.48019 0.51412 0.4375 0.2095 -0.1913
H 0.43561 2.09127 -1.19053 0.0279 0.2869 0.0073
H -1.35236 -1.00973 1.32053 -0.0443 1.2830 0.3151

=====

18
Properties=species:S:1:pos:R:3:forces:R:3 method="wB97M-V/def2-TZVPD" s2=0.754 charge=-1 energy_ha=-1047.251320 orbital_gap_ev="2.82 / 7.34" de_lowest_kj_mol=50.0 homo_energy_ev="0.09 / -4.45" multiplicity=2
S -0.56842 -1.18394 2.30916 1.2148 2.2032 1.2348
S -1.54841 -2.80444 1.32140 -1.3516 -2.1268 -1.2849
O 5.40223 -0.30999 -2.26157 -0.1351 -0.3698 0.0654
N 0.61795 0.41858 -0.22995 -0.0821 0.1584 0.5295
C -1.28708 0.22766 1.38150 0.2966 -0.9345 -0.2714
C -0.84359 0.30820 -0.08117 -0.1922 1.1586 0.2574
C -1.54978 1.52791 -0.73053 0.6724 -0.8095 -0.2764
H 1.02844 0.41819 0.71254 -0.1166 -0.1504 -0.5116
H 5.05265 -1.18859 -2.46888 0.1119 0.2763 -0.0111
H -2.52743 1.23473 -1.08526 -0.4769 0.0834 0.0519
H 0.93485 -0.43131 -0.66731 0.2849 -0.1652 0.0262
H 5.02250 -0.11960 -1.39642 0.0051 0.1007 -0.0509
H -2.61077 -2.97096 2.13336 0.0494 0.0512 -0.0664
H -2.37220 0.13676 1.37431 -0.1161 0.1206 0.2770
H -0.96321 1.83729 -1.58947 0.0548 0.0964 -0.1897
H -0.96335 1.10270 1.93321 -0.1232 0.3875 -0.0511
H -1.61698 2.36349 -0.05470 -0.1014 0.3718 0.3485
H -1.20739 -0.56668 -0.60022 0.0052 -0.4518 -0.0770

=====

18
Properties=species:S:1:pos:R:3:forces:R:3 method="wB97M-V/def2-TZVPD" energy_ha=-1047.223811 orbital_gap_ev=8.84 de_lowest_kj_mol=114.3 homo_energy_ev=-8.42 smiles=CNCCSS.O
S 1.53297 0.76670 -1.97198 0.1271 -0.0569 -0.0512
S -0.18496 -0.12710 -1.20921 -1.0515 0.5714 0.7659
O 1.76962 -2.16123 0.37995 -0.1358 0.4581 -0.4981
N -1.33813 -0.54934 1.92654 -0.4280 1.3934 0.1707
C -0.30645 0.45512 1.52527 -0.2756 -1.8094 -0.2536
C -2.56408 0.21081 2.31385 -1.1528 -0.7935 1.1828
C -0.70432 1.05741 0.20653 0.0739 -0.1779 -1.2679
H -2.42334 1.20891 2.72451 0.6477 0.3786 -0.2137
H -1.81127 1.16508 0.02001 1.3337 0.3182 0.4026
H -3.06559 -0.27970 3.17397 0.4210 -0.2078 -0.4274
H 2.35780 -1.42479 0.16516 0.2649 -0.2147 0.1880
H 1.02474 -1.92644 -0.20634 0.0285 -0.3363 0.4319
H -1.06329 -1.02189 2.78432 0.3198 -0.0043 -0.3980
H -0.09831 1.97018 0.10698 -0.6975 -0.0117 -0.5015
H -0.16624 1.15959 2.33047 0.0245 0.7478 0.1099
H -3.40934 0.30538 1.61388 0.7894 -0.2718 -0.5120
H 0.67018 0.00184 1.28022 -0.4205 -0.2471 0.7822
H 1.53190 -0.12631 -2.98340 0.1312 0.2638 0.0895

=====

19
Properties=species:S:1:pos:R:3:forces:R:3 method="wB97M-V/def2-TZVPD" energy_ha=-1119.290514 orbital_gap_ev=10.39 de_lowest_kj_mol=115.8 homo_energy_ev=-9.69 smiles="O=C1[C@@H]([SiH3])[C@H]([SiH3])N1[SiH3]"
Si -2.95437 -0.28333 0.09366 0.9850 -0.3511 0.0411
Si 0.94362 1.79064 -0.50316 0.5103 1.6631 1.5372
Si 2.29935 -1.62442 0.13136 1.6304 0.9891 -1.9137
O -0.53347 -2.64997 -1.15457 0.4801 -0.4455 0.2120
N 0.72363 -0.99254 -0.00691 -1.3488 -0.7127 0.1864
C -1.18212 -0.30965 -0.60688 -0.3781 -0.8907 0.7123
C -0.33530 -1.57450 -0.66281 -1.2940 0.5887 -0.7424
C 0.03325 0.31048 0.10736 -1.2212 -0.2396 0.9354
H 2.00478 1.59036 -1.53178 -0.6323 0.1931 -0.1503
H -2.70160 -0.34815 1.51039 -0.3389 -0.1625 0.8882
H 2.98514 -0.50153 -0.65407 0.3342 -0.4478 0.9926
H -0.25544 0.59498 1.14348 0.4818 -0.3548 -0.2591
H 2.67047 -1.80887 1.51474 0.3377 -0.1658 0.4361
H -0.00754 3.04112 -0.51287 0.8107 -1.1806 -0.4950
H -4.04798 -1.14790 -0.39113 0.4147 -0.3993 -0.0386
H 2.57988 -2.73628 -0.82448 -0.4557 -0.1059 0.6490
H -3.37215 1.01478 -0.28814 -0.5033 1.3298 -0.1215
H -1.33011 0.19532 -1.50474 -0.0559 0.3229 -2.2162
H 1.66208 1.95468 0.82263 0.2433 0.3697 -0.6535

=====

18
Properties=species:S:1:pos:R:3:forces:R:3 method="wB97M-V/def2-TZVPD" energy_ha=-1256.439864 orbital_gap_ev="7.37 / 7.74" de_lowest_kj_mol=181.5 homo_energy_ev="-7.21 / -8.10"
S 1.60005 -0.56540 1.73704 0.2789 -0.3704 0.2262
P 0.42250 0.16365 0.16155 -0.3537 0.1278 0.2538
P -0.86681 -1.58292 -0.22896 0.1848 0.6708 -0.2999
N -1.92880 -1.49803 1.09625 -1.6217 0.1069 -0.4654
C -2.22371 0.15269 -2.35022 -1.8465 -2.9030 0.1434
C 1.42633 0.02961 -1.37128 -1.0062 -0.0860 -1.1327
C 2.09559 0.93559 2.57419 -0.0646 1.9684 2.4750
H -1.37562 0.56599 -2.74860 1.8536 1.4011 -0.4865
H -2.64659 -0.65568 -2.99969 0.2371 0.8203 0.9020
H 0.69616 -0.47188 -2.07469 1.1587 0.0191 0.4476
H 2.42648 -0.44670 -1.34566 -0.7746 0.2905 0.0514
H 1.34231 1.42642 3.31107 0.7633 -1.2551 -1.2919
H -2.88042 -1.52238 0.72197 0.1105 -0.9183 -0.0337
H -2.83741 0.55924 -1.56927 0.0805 0.3350 0.0146
H 2.38182 1.77155 1.94523 -0.0302 -0.1772 -0.6257
H 3.00343 0.79176 3.22024 -0.7738 -0.4769 -0.6964
H -2.05944 -0.70322 1.69684 1.1284 0.5989 0.4121
H 1.42415 1.04970 -1.77599 0.6756 -0.1517 0.1059

=====

16
Properties=species:S:1:pos:R:3:forces:R:3 method="wB97M-V/def2-TZVPD" energy_ha=-573.743951 orbital_gap_ev=5.35 de_lowest_kj_mol=229.9 homo_energy_ev=-5.73
S -0.44483 1.63051 0.11056 0.6601 -1.0175 0.0053
N 1.21446 -1.70360 -0.10773 -0.3787 -1.6421 0.3895
C -0.97305 -1.99223 -0.97022 -1.9812 0.2783 -0.6688
C 0.28878 3.01146 1.05762 -0.9799 0.5596 -0.3406
C 0.14164 -2.78299 -0.38916 1.0647 1.1221 -0.0400
H -1.64829 -2.53742 -1.63248 0.1630 -0.4680 0.2313
H 1.03586 2.75559 1.80268 0.0130 -0.1429 0.0330
H 0.66939 3.79213 0.39808 0.4096 -0.2220 -0.1609
H -1.61094 -1.54537 -0.20593 0.1989 0.0396 0.1039
H 2.03127 -2.18494 0.26682 0.1670 0.5504 0.1568
H 0.80093 -1.02814 0.55640 0.1443 0.7224 -0.0715
H 0.59629 -3.51612 -1.03761 0.0973 -0.0715 -0.3924
H -0.05785 -3.27683 0.55637 -0.1894 0.1497 0.1240
H -0.56728 3.51341 1.52215 0.2687 -0.1383 0.4463
H 1.45543 -1.19262 -0.95629 -0.0869 0.2277 0.0713
H -0.66270 -1.15407 -1.59325 0.4297 0.0525 0.1130

=====

16
Properties=species:S:1:pos:R:3:forces:R:3 method="wB97M-V/def2-TZVPD" s2=0.759 charge=+1 energy_ha=-573.445970 orbital_gap_ev="8.58 / 5.98" de_lowest_kj_mol=246.3 homo_energy_ev="-13.94 / -13.80" multiplicity=2
S 1.57958 0.08409 -1.27441 2.3377 -0.2978 1.9419
N -1.21654 -0.36567 -0.48068 1.3117 -0.7713 -1.9914
C -1.47002 0.62350 0.53603 -1.0260 0.8404 0.5581
C 2.33776 -0.52635 0.86107 -0.5236 0.4905 -3.1453
C -2.61917 0.23419 1.44345 -0.2438 0.3037 1.7799
H -3.49124 -0.05299 0.89476 -0.4458 -0.4394 -0.4888
H 1.82312 0.20366 1.46568 -0.0946 -0.0672 0.1569
H -1.71061 1.58107 0.02214 0.4734 -0.5317 0.3857
H 2.03458 -1.57647 0.86158 0.1004 0.4150 0.2201
H 3.36743 -0.30466 0.59130 -0.0920 -0.1843 0.4317
H 0.21408 -0.21291 -1.03871 -1.4801 0.1649 0.2908
H -0.59868 0.72217 1.18356 0.2785 0.3278 -0.3126
H -2.29596 -0.58479 2.11297 -0.3128 0.1116 -0.4484
H -3.00292 1.02204 2.14886 0.7950 -0.3361 -0.7981
H -1.84023 -0.30797 -1.33457 0.9400 -0.8694 1.7436
H -0.74853 -1.26300 -0.19569 -2.0181 0.8430 -0.3240